(1)
{
  "formula": "C30H25BiF10N4O7",
  "method": "ωB97M-V/def2-TZVPD",
  "e_tot_ev": -84825.2814,
  "spin_multiplicity": 1,
  "lumo_energy_ev": 4.51,
  "relative_energy_kcal_mol": 9.1,
  "e_homo_ev": -2.0,
  "charge": -2,
  "elements": ["Bi", "O", "C", "C", "N", "C", "C", "O", "O", "C", "C", "O", "O", "H", "H", "H", "H", "H", "H", "H", "H", "H", "C", "N", "C", "C", "N", "C", "C", "F", "C", "F", "C", "F", "C", "F", "C", "F", "C", "C", "N", "C", "C", "F", "C", "F", "C", "F", "C", "F", "C", "F", "H", "H", "H", "H", "H", "H", "H", "H", "H", "H", "H", "O", "C", "O", "C", "C", "C", "C", "C", "C", "H", "H", "H", "H", "H"],
  "xyz": [[-0.032, -0.023, -0.407], [2.658, -1.023, -2.701], [3.805, -0.654, -1.974], [3.651, 0.593, -1.113], [2.676, 0.538, -0.015], [2.972, -0.570, 0.899], [2.508, -1.935, 0.365], [3.144, -2.929, 0.684], [1.471, -1.909, -0.398], [2.695, 1.817, 0.693], [1.414, 2.182, 1.461], [1.537, 2.867, 2.474], [0.305, 1.828, 0.931], [2.091, -1.513, -2.080], [4.179, -1.492, -1.376], [4.583, -0.420, -2.707], [4.651, 0.803, -0.687], [3.380, 1.429, -1.755], [4.046, -0.631, 1.119], [2.445, -0.393, 1.838], [3.542, 1.881, 1.387], [2.811, 2.613, -0.047], [-3.307, 0.483, -1.395], [-2.510, 0.787, -0.208], [-2.565, 2.217, 0.110], [-2.224, 3.078, -1.098], [-1.040, 2.564, -1.744], [-0.519, 3.277, -2.725], [0.732, 2.851, -3.279], [1.308, 1.761, -2.733], [1.407, 3.490, -4.284], [2.588, 3.009, -4.721], [0.895, 4.649, -4.860], [1.545, 5.275, -5.874], [-0.304, 5.118, -4.371], [-0.840, 6.236, -4.912], [-0.979, 4.476, -3.349], [-2.146, 5.069, -2.957], [-2.917, -0.028, 0.934], [-2.754, -1.524, 0.644], [-1.666, -1.737, -0.291], [-1.440, -2.996, -0.731], [-1.910, -4.207, -0.188], [-2.672, -4.234, 0.927], [-1.620, -5.441, -0.747], [-2.100, -6.559, -0.167], [-0.841, -5.553, -1.877], [-0.553, -6.761, -2.408], [-0.364, -4.389, -2.457], [0.372, -4.464, -3.577], [-0.673, -3.171, -1.905], [-0.232, -2.064, -2.543], [-4.352, 0.798, -1.247], [-2.888, 1.010, -2.250], [-3.271, -0.584, -1.595], [-3.578, 2.473, 0.466], [-1.853, 2.402, 0.913], [-3.098, 3.117, -1.767], [-2.094, 4.104, -0.721], [-2.287, 0.266, 1.775], [-3.964, 0.184, 1.210], [-2.611, -2.032, 1.601], [-3.690, -1.917, 0.220], [-0.307, -2.749, 2.207], [-0.116, -1.590, 2.521], [0.032, -0.560, 1.748], [-0.022, -1.209, 3.990], [0.214, 0.106, 4.380], [0.302, 0.421, 5.730], [0.149, -0.568, 6.691], [-0.089, -1.882, 6.301], [-0.172, -2.199, 4.955], [0.335, 0.875, 3.628], [0.495, 1.446, 6.024], [0.218, -0.319, 7.744], [-0.206, -2.657, 7.050], [-0.348, -3.212, 4.616]]
}

---

(2)
{
  "formula": "C30H25BiF10N4O7",
  "method": "ωB97M-V/def2-TZVPD",
  "e_tot_ev": -84824.1920,
  "spin_multiplicity": 1,
  "lumo_energy_ev": 4.38,
  "relative_energy_kcal_mol": 34.2,
  "e_homo_ev": -1.8,
  "charge": -2,
  "elements": ["Bi", "O", "C", "C", "N", "C", "C", "O", "O", "C", "C", "O", "O", "H", "H", "H", "H", "H", "H", "H", "H", "H", "C", "N", "C", "C", "N", "C", "C", "F", "C", "F", "C", "F", "C", "F", "C", "F", "C", "C", "N", "C", "C", "F", "C", "F", "C", "F", "C", "F", "C", "F", "H", "H", "H", "H", "H", "H", "H", "H", "H", "H", "H", "O", "C", "O", "C", "C", "C", "C", "C", "C", "H", "H", "H", "H", "H"],
  "xyz": [[0.204, 0.575, 0.105], [2.268, 2.560, -2.487], [2.584, 1.358, -3.119], [2.649, 0.134, -2.191], [1.377, -0.518, -1.855], [1.629, -1.856, -1.340], [2.204, -1.832, 0.100], [3.249, -2.416, 0.336], [1.490, -1.223, 0.963], [0.374, -0.504, -2.905], [-0.350, 0.862, -3.034], [-0.856, 1.147, -4.102], [-0.378, 1.600, -1.986], [1.366, 2.501, -2.128], [3.592, 1.510, -3.528], [1.908, 1.173, -3.964], [3.108, 0.465, -1.254], [3.314, -0.605, -2.665], [2.319, -2.415, -1.991], [0.682, -2.401, -1.285], [-0.395, -1.236, -2.653], [0.779, -0.774, -3.889], [-2.916, -0.138, 1.034], [-1.624, -0.586, 1.515], [-1.208, 0.047, 2.761], [-1.337, 1.573, 2.769], [-0.858, 2.194, 1.557], [-1.344, 3.334, 1.091], [-2.594, 3.968, 1.371], [-3.510, 3.400, 2.210], [-2.985, 5.170, 0.810], [-4.192, 5.691, 1.134], [-2.167, 5.851, -0.075], [-2.548, 7.041, -0.604], [-0.934, 5.279, -0.389], [-0.097, 5.947, -1.207], [-0.550, 4.083, 0.170], [0.681, 3.626, -0.124], [-1.461, -2.039, 1.635], [-2.386, -2.931, 0.793], [-2.168, -2.837, -0.620], [-3.118, -2.696, -1.495], [-4.528, -2.402, -1.364], [-5.107, -2.269, -0.123], [-5.379, -2.241, -2.433], [-6.689, -1.957, -2.203], [-4.941, -2.373, -3.745], [-5.796, -2.215, -4.797], [-3.598, -2.700, -3.941], [-3.150, -2.904, -5.203], [-2.750, -2.852, -2.878], [-1.467, -3.232, -3.140], [-3.732, -0.395, 1.718], [-3.110, -0.587, 0.065], [-2.896, 0.940, 0.899], [-0.161, -0.224, 2.923], [-1.813, -0.336, 3.602], [-0.705, 1.928, 3.595], [-2.371, 1.838, 3.003], [-1.639, -2.334, 2.681], [-0.419, -2.262, 1.396], [-3.420, -2.783, 1.126], [-2.113, -3.961, 1.083], [1.875, 1.342, 2.792], [2.594, 1.401, 1.818], [2.241, 1.375, 0.582], [4.099, 1.497, 1.945], [4.854, 0.359, 1.684], [6.233, 0.407, 1.796], [6.864, 1.586, 2.156], [6.113, 2.722, 2.401], [4.731, 2.679, 2.304], [4.366, -0.558, 1.387], [6.816, -0.479, 1.585], [7.943, 1.624, 2.237], [6.606, 3.651, 2.659], [4.148, 3.570, 2.485]]
}

---

(3)
{
  "formula": "C30H25Cl5N5O5PS2W",
  "method": "ωB97M-V/def2-TZVPD",
  "e_tot_ev": -144589.4721,
  "spin_multiplicity": 1,
  "lumo_energy_ev": [-6.60, -6.62],
  "relative_energy_kcal_mol": 14.0,
  "e_homo_ev": [-13.3, -13.3],
  "charge": 2,
  "elements": ["W", "O", "C", "O", "C", "C", "C", "C", "C", "N", "C", "O", "O", "H", "H", "H", "H", "H", "Cl", "C", "C", "Cl", "C", "Cl", "C", "O", "C", "Cl", "C", "Cl", "C", "C", "C", "C", "N", "C", "N", "N", "N", "H", "H", "H", "H", "H", "H", "H", "H", "H", "H", "S", "P", "S", "C", "C", "C", "C", "C", "C", "C", "C", "C", "C", "C", "C", "H", "H", "H", "H", "H", "H", "H", "H", "H", "H"],
  "xyz": [[-1.112, -0.833, 0.830], [-0.083, -4.720, 1.991], [-0.275, -3.567, 1.427], [-1.350, -2.950, 1.505], [0.800, -3.079, 0.546], [1.927, -3.758, 0.126], [2.618, -3.244, -0.964], [2.110, -2.164, -1.675], [0.964, -1.553, -1.205], [0.419, -1.944, -0.060], [0.026, -0.554, -1.899], [-0.388, -1.065, -3.129], [-1.087, -0.438, -1.134], [-0.863, -5.001, 2.500], [2.238, -4.669, 0.617], [3.519, -3.736, -1.308], [2.591, -1.817, -2.580], [0.321, -1.026, -3.786], [-1.027, -2.286, 8.003], [-0.725, -1.963, 6.354], [-1.702, -1.345, 5.573], [-3.215, -0.913, 6.236], [-1.433, -1.090, 4.237], [-2.620, -0.389, 3.200], [-0.215, -1.404, 3.650], [0.046, -1.067, 2.376], [0.742, -2.052, 4.431], [2.222, -2.518, 3.697], [0.495, -2.327, 5.775], [1.686, -3.110, 6.714], [-4.019, -0.248, -4.188], [-4.556, 1.008, -3.509], [-3.444, 2.021, -3.249], [-5.340, 0.678, -2.232], [-4.479, 0.060, -1.216], [-4.128, -1.223, -1.067], [-3.268, -1.278, -0.079], [-3.112, -0.016, 0.333], [-3.817, 0.808, -0.347], [-3.595, 0.011, -5.158], [-4.804, -0.988, -4.360], [-3.212, -0.707, -3.607], [-5.300, 1.465, -4.166], [-2.649, 1.589, -2.633], [-3.820, 2.915, -2.749], [-2.996, 2.325, -4.195], [-6.149, -0.023, -2.432], [-5.750, 1.575, -1.772], [-4.501, -2.041, -1.660], [0.796, 1.099, -2.274], [1.362, 1.661, -0.345], [-0.154, 1.446, 0.983], [1.778, 3.391, -0.496], [1.172, 4.210, -1.447], [1.501, 5.555, -1.491], [2.412, 6.079, -0.585], [3.005, 5.262, 0.371], [2.695, 3.915, 0.418], [2.861, 0.748, 0.047], [3.003, 0.036, 1.232], [4.202, -0.617, 1.487], [5.240, -0.560, 0.569], [5.094, 0.155, -0.616], [3.907, 0.814, -0.877], [0.444, 3.810, -2.141], [1.042, 6.195, -2.232], [2.664, 7.130, -0.623], [3.714, 5.676, 1.075], [3.169, 3.274, 1.152], [2.191, -0.005, 1.947], [4.331, -1.152, 2.418], [6.175, -1.062, 0.781], [5.910, 0.211, -1.324], [3.793, 1.384, -1.792]]
}